*one*
19
Properties=species:S:1:pos:R:3 method="wB97M-V/def2-TZVPD" total_charge=0 spin_multiplicity=1 smiles="C/C(N)=C/N.O.O" orbital_gap_ev=8.34
C 0.06021 -0.44054 -0.66443
C 1.33253 -0.08622 -1.32004
N 2.13197 -1.12654 -1.81971
C 1.73779 1.18649 -1.38437
N 2.54872 1.68036 -2.44890
H -0.84068 -0.56322 -1.26959
H -0.28533 0.07770 0.22815
H 0.07427 -1.47700 -0.28660
H 2.54515 -0.78480 -2.67498
H 1.65037 -1.99014 -2.01891
H 1.47190 1.81175 -0.53498
H 3.40386 1.99770 -2.01593
H 2.10255 2.36225 -3.03254
O -1.13166 0.54086 6.60247
H -1.80789 0.82219 5.98228
H -1.54164 -0.02916 7.26519
O -4.32644 -1.69862 -0.19467
H -5.17706 -1.40834 -0.54460
H -3.94861 -0.87470 0.13216



*two*
19
Properties=species:S:1:pos:R:3 method="wB97M-V/def2-TZVPD" total_charge=0 spin_multiplicity=1 orbital_gap_ev=3.94
N 0.14804 -1.32636 1.21239
C 1.09452 -0.77256 0.26773
C 1.08657 -1.22672 -1.15238
O -1.66341 1.00662 -1.26823
C 0.88276 0.89300 0.45549
N 1.46721 1.70186 -0.55719
H -0.81778 -0.89609 1.02107
H 0.28316 -2.29405 1.29804
H 2.07058 -0.76528 0.62198
H 0.11004 -1.28263 -1.70580
H 1.36226 -2.26674 -1.18409
H -1.00021 1.69248 -0.99275
H -0.22462 0.98885 0.46640
H 1.18468 1.08552 1.51861
H 2.40236 1.34170 -0.40088
H 1.80790 -0.66686 -1.78305
H -2.07265 0.66541 -0.47458
H -2.64799 -0.32409 1.90487
O -2.35503 -0.16525 0.98056



*three*
19
Properties=species:S:1:pos:R:3 method="wB97M-V/def2-TZVPD" total_charge=0 spin_multiplicity=1 smiles=NCNCCO.O orbital_gap_ev=9.80
N -1.60490 -1.33533 -2.62218
C -1.90181 -0.11320 -1.91768
N -2.08518 -0.44071 -0.52867
C -0.76815 -0.67387 0.35641
C 0.10757 0.63012 0.70740
O 1.59147 0.54431 0.60633
H -1.87382 -1.98319 -1.92102
H -1.92291 -1.52538 -3.50527
H -2.77962 0.38715 -2.33208
H -1.03240 0.57841 -1.79443
H -2.52925 0.24394 -0.00024
H -0.03739 -1.23942 -0.20732
H -1.07003 -1.27818 1.28351
H -0.00111 0.71601 1.78463
H -0.37933 1.48222 0.24551
H 1.71783 0.71041 -0.32807
O 3.93368 1.03107 2.96415
H 3.91924 1.72882 2.29540
H 2.99243 0.95017 3.09474



*four*
19
Properties=species:S:1:pos:R:3 method="wB97M-V/def2-TZVPD" total_charge=0 spin_multiplicity=1 smiles="[H]/N=C/NCC.O.O" orbital_gap_ev=9.49
H -0.58818 1.54225 -3.15820
N -0.68737 0.58271 -2.79939
C 0.30093 0.40891 -1.91410
N 0.41574 -0.34388 -0.78590
C 1.55641 -0.39134 0.04738
C 1.46654 0.42628 1.33932
H 1.12130 1.18538 -2.04538
H -0.45361 -0.70507 -0.39921
H 1.74446 -1.45258 0.34683
H 2.48304 -0.03848 -0.43519
H 0.50195 0.18380 1.80787
H 2.42210 0.38894 1.86790
H 1.44808 1.61279 1.03526
O -2.95047 -1.37820 -2.58269
H -2.54119 -0.56868 -3.15049
H -3.85151 -0.99608 -2.34279
O 0.34082 0.54025 5.42560
H 0.86518 1.02639 6.05390
H -0.31632 0.19005 5.93764



The structure with the least stability is *two*.



*one*
19
Properties=species:S:1:pos:R:3 method="wB97M-V/def2-TZVPD" total_charge=0 spin_multiplicity=1 smiles="C/C(N)=C/N.O.O" orbital_gap_ev=8.43
C -0.39418 1.52102 2.63240
C -0.23774 0.60301 1.48143
N 0.00972 -0.78263 1.77865
C -0.30651 1.01759 0.20192
N 0.21748 0.49584 -1.02629
H 0.57910 1.84662 3.07796
H -0.97776 0.94302 3.49583
H -0.99234 2.38336 2.33960
H 0.55711 -0.99943 0.93568
H 0.70610 -0.78322 2.51257
H -0.48544 2.12508 0.13478
H -0.30678 -0.31242 -1.36714
H 0.08353 1.28022 -1.67608
O 2.35043 -0.29848 -3.67704
H 2.72905 0.17346 -2.91604
H 2.55211 0.36177 -4.36101
O -1.82135 -2.18074 -0.42941
H -2.03346 -1.23624 -0.46788
H -2.65032 -2.46188 -0.02286



*two*
19
Properties=species:S:1:pos:R:3 method="wB97M-V/def2-TZVPD" total_charge=0 spin_multiplicity=1 smiles=NCNCCO.O orbital_gap_ev=10.16
N -0.01481 -2.21375 -0.01192
C -0.93558 -1.58091 -0.89928
N -1.07734 -0.09396 -0.84750
C 0.21330 0.51062 -1.24199
C 0.46138 1.84191 -0.51172
O 0.28824 1.85450 0.88783
H 0.92465 -2.22615 -0.39876
H 0.09601 -1.92470 0.96203
H -0.64134 -1.85734 -1.92114
H -1.92508 -1.98396 -0.65043
H -1.71724 0.16784 -1.58385
H 1.04362 -0.11415 -0.90983
H 0.27618 0.72137 -2.30705
H 1.48746 2.18354 -0.65471
H -0.22803 2.53528 -1.01887
H -0.66005 1.85125 1.10150
O 0.84438 -0.47961 2.22242
H 1.58642 0.04894 2.56145
H 0.53788 -0.02122 1.43415



The structure with the least stability is *one*.



*one*
17
Properties=species:S:1:pos:R:3 method="wB97M-V/def2-TZVPD" total_charge=+1 spin_multiplicity=1 smiles="CCCNC=[NH2+]" orbital_gap_ev=10.68
C 2.27995 0.90180 -0.33306
C 1.01877 0.38469 -1.13205
C -0.20867 0.94954 -0.44798
N -0.62724 -0.09546 0.64163
C -1.70933 -0.86271 0.61052
N -2.20520 -1.87970 1.36272
H 2.23865 0.66364 0.72385
H 2.18530 2.03538 -0.25399
H 3.14363 0.55793 -0.90076
H 1.05918 -0.70786 -1.36829
H 1.03301 0.93477 -2.07435
H -1.02772 0.74959 -1.10488
H -0.31617 1.89847 0.10329
H 0.14165 -0.35745 1.19747
H -2.29842 -0.63195 -0.20792
H -2.44080 -1.77407 2.27962
H -2.26658 -2.76661 0.90418



*two*
17
Properties=species:S:1:pos:R:3 method="wB97M-V/def2-TZVPD" total_charge=+1 spin_multiplicity=1 orbital_gap_ev="8.88 / 8.92"
C 0.30819 1.06729 -0.23638
C -1.10348 1.02622 0.41511
C -0.76048 -1.40925 0.19552
C 2.22328 -0.44164 -0.02297
N 1.05096 0.07380 0.45123
N -1.61660 -0.24386 -0.22800
H 0.10334 0.95865 -1.26975
H 0.68960 2.00139 -0.04435
H -1.05564 0.98498 1.45451
H -1.70087 1.79045 0.27529
H -0.64619 -2.12283 -0.54457
H -0.67836 -1.78191 1.24105
H 2.18996 -0.34392 -1.06927
H 2.94182 0.29111 0.24583
H 2.32384 -1.39636 0.27734
H -2.62461 -0.53703 0.08184
H -1.64476 0.08291 -1.22243



*three*
17
Properties=species:S:1:pos:R:3 method="wB97M-V/def2-TZVPD" total_charge=+1 spin_multiplicity=1 orbital_gap_ev=7.99
C -0.85182 0.26756 2.13627
C 1.12969 1.51751 1.55756
N 0.49375 0.41062 1.55658
H -0.94125 -0.74197 2.53404
H -1.57982 0.31716 1.32450
H -0.99654 1.03951 2.88226
H 0.71542 2.37427 2.07310
H 2.07667 1.52379 1.03111
H 0.70546 -0.24150 0.79217
C 0.76898 -0.27702 -2.20217
C -1.36694 -1.02723 -1.67971
N -0.13024 -1.11037 -1.41103
H 1.47407 0.23877 -1.53936
H 0.22833 0.45814 -2.81228
H 1.37669 -0.92106 -2.83443
H -1.97370 -1.86501 -1.34095
H -1.82203 -0.20678 -2.24138



*four*
17
Properties=species:S:1:pos:R:3 method="wB97M-V/def2-TZVPD" total_charge=+1 spin_multiplicity=1 orbital_gap_ev=5.46
C -0.26400 0.10573 -1.69929
C -0.89150 -0.68453 -0.57172
C 0.10986 -1.31190 0.44057
C 0.19299 -0.41699 1.68477
N 0.61674 0.85909 1.36155
N 0.30624 1.36555 -1.22204
H 0.54283 -0.47734 -2.13678
H -0.96257 0.36566 -2.46979
H -1.56695 -1.44714 -0.89790
H -1.42826 0.00765 0.01170
H 1.08174 -1.27940 -0.04424
H -0.16825 -2.31454 0.75656
H 0.96831 -0.82722 2.37114
H -0.72900 -0.36001 2.26022
H 0.60121 1.38175 -0.24447
H -0.32939 2.14078 -1.38562
H 0.49298 1.50511 2.16869



The structure with the least stability is *two*.



*one*
17
Properties=species:S:1:pos:R:3 method="wB97M-V/def2-TZVPD" total_charge=+1 spin_multiplicity=1 smiles=N[C@@H]1CC[C@H]1[NH3+] orbital_gap_ev=10.08
N 1.76116 -1.16286 0.40624
C 0.83349 -0.31700 -0.20727
C 0.88686 1.35170 -0.21971
C -0.68930 1.32738 0.05845
C -0.59787 -0.11789 0.49679
N -1.66343 -1.12245 -0.12438
H 2.59821 -1.01908 -0.11292
H 1.95330 -0.81756 1.32712
H 0.74811 -0.64117 -1.25503
H 1.06869 1.76057 -1.15702
H 1.56022 1.78459 0.53605
H -1.08998 2.05882 0.76757
H -1.09185 1.42420 -0.94946
H -0.73247 -0.27399 1.60325
H -1.36574 -2.06169 0.08120
H -1.45439 -1.03849 -1.07274
H -2.72501 -1.13507 -0.17815



*two*
17
Properties=species:S:1:pos:R:3 method="wB97M-V/def2-TZVPD" total_charge=+1 spin_multiplicity=1 orbital_gap_ev=10.07
C -2.32336 -0.32526 -0.07001
C -3.72795 -0.22771 -0.05464
C 3.89197 0.01499 -0.02733
C 2.44152 -0.27411 0.09814
N -1.36430 0.49883 0.15062
N 1.28449 0.27308 -0.10301
H -2.07287 -1.32976 -0.19523
H -4.34203 -0.10517 -1.09452
H -3.94497 0.72774 0.47855
H -4.27222 -1.04984 0.24377
H 4.36392 0.10813 0.91541
H 4.30583 -0.87254 -0.27366
H 4.17769 0.85277 -0.78329
H 2.21121 -1.22079 0.76803
H -1.68276 1.46429 0.15168
H -0.33273 0.34533 0.40691
H 1.38656 1.12000 -0.61144



The structure with the least stability is *two*.



*one*
17
Properties=species:S:1:pos:R:3 method="wB97M-V/def2-TZVPD" total_charge=+1 spin_multiplicity=1 orbital_gap_ev="8.23 / 8.23"
C 1.59101 -0.05788 -1.33062
C 0.49055 -0.08781 -0.34246
C -2.66450 -0.68700 0.10774
C 1.67631 2.11425 0.01607
N 1.33249 0.91630 -0.34940
N 0.28401 -0.92402 0.89884
H 2.45544 -0.72267 -1.13798
H 1.33636 0.30375 -2.41465
H -2.39833 -1.74659 0.21313
H -2.03663 0.07269 -0.31694
H -3.50259 -0.65091 -0.47218
H -2.89669 -0.38068 1.11250
H 1.23486 2.57978 0.82073
H 2.50533 2.71207 -0.38542
H 0.74299 -1.86278 0.72664
H -0.71807 -1.04360 1.02332
H 0.56746 -0.53490 1.83067



*two*
17
Properties=species:S:1:pos:R:3 method="wB97M-V/def2-TZVPD" total_charge=+1 spin_multiplicity=1 orbital_gap_ev=9.64
N -1.92222 -0.84123 2.66124
C -1.13518 -0.75074 1.59776
N -1.51286 -0.13111 0.53001
H -2.92237 -0.63128 2.60948
H -1.52649 -1.24789 3.50296
H -0.15141 -1.15653 1.68042
H -0.91984 -0.00076 -0.27955
H -2.45224 0.24032 0.45302
C 2.35506 0.00680 -1.07804
C 1.27317 1.05350 -1.26095
C 0.14356 0.78923 -1.96551
H 2.36798 -0.42867 -0.05585
H 2.26819 -0.81073 -1.79102
H 3.34901 0.47282 -1.19122
H 1.36346 1.99313 -0.78050
H -0.56773 1.59174 -2.12702
H -0.01010 -0.14858 -2.50524



*three*
17
Properties=species:S:1:pos:R:3 method="wB97M-V/def2-TZVPD" total_charge=+1 spin_multiplicity=1 smiles="[H]/N=C(/C)[C@@H](C)[NH3+]" orbital_gap_ev=9.50
H 1.32679 -2.00415 0.09444
N 1.73907 -1.08645 -0.09543
C 1.11339 -0.10049 -0.29992
C 1.62031 1.20905 -0.75551
C -0.73250 -0.22441 -0.27538
C -0.97353 -1.52461 0.48920
N -1.27614 0.94227 0.49843
H 2.07466 1.66740 0.06839
H 0.86474 1.88716 -1.00644
H 2.47149 1.07745 -1.45317
H -1.01168 -0.12970 -1.40186
H -0.36385 -1.53607 1.34254
H -0.67830 -2.46380 -0.11944
H -2.08093 -1.45109 0.78806
H -0.40821 1.52098 0.74767
H -1.77832 0.62448 1.39005
H -1.90698 1.59198 -0.01162



The structure with the least stability is *one*.



*one*
17
Properties=species:S:1:pos:R:3 method="wB97M-V/def2-TZVPD" total_charge=+1 spin_multiplicity=1 orbital_gap_ev=5.86
C 0.35297 1.57531 0.06911
C -0.15294 0.96918 -1.18450
C 0.16765 -0.61875 -1.18309
C -0.51948 -1.49672 -0.11080
N 0.41352 -1.39898 1.00805
N -0.31505 1.11144 1.21055
H 1.03514 0.76723 0.52455
H 0.76605 2.56275 0.08850
H 0.36800 1.40157 -2.06173
H -1.21480 1.23056 -1.23319
H 1.20903 -0.71391 -0.85239
H 0.12335 -0.99435 -2.21040
H -0.66340 -2.55600 -0.43961
H -1.48903 -1.09184 0.23118
H -0.59008 1.85222 1.74773
H 0.03044 -0.67005 1.67259
H 0.64672 -2.34958 1.45828



*two*
17
Properties=species:S:1:pos:R:3 method="wB97M-V/def2-TZVPD" total_charge=+1 spin_multiplicity=1 smiles="C=C(N)CC[NH3+]" orbital_gap_ev=10.11
C -1.90226 -0.85167 0.72359
C -1.03839 -0.03181 0.08275
N -0.98166 -0.05347 -1.37135
C 0.01349 0.77638 0.75822
C 1.39473 0.10185 0.67170
N 1.75256 0.16338 -0.76364
H -2.61906 -1.49521 0.22081
H -1.95905 -1.23393 1.75366
H -1.47947 -0.80055 -1.78517
H -1.68255 0.68878 -1.54273
H -0.07916 1.87102 0.50205
H -0.20528 0.65649 1.87480
H 1.69981 -0.87974 1.11906
H 2.07034 0.86499 1.18834
H 0.81158 -0.25648 -1.12249
H 2.36232 -0.60614 -1.02639
H 1.84206 1.08609 -1.28321



The structure with the least stability is *one*.